{"formula": "C29H53BO2P2Pt", "method": "wB97M-V/def2-TZVPD", "total_charge": 2, "spin_multiplicity": 5, "e_above_lowest_ev": 0.476, "gap_ha": [0.2353, 0.1810], "species": ["Pt", "C", "C", "C", "C", "C", "C", "H", "H", "H", "C", "H", "H", "H", "C", "H", "H", "H", "C", "H", "H", "H", "C", "H", "H", "H", "C", "C", "C", "C", "C", "C", "C", "C", "H", "H", "H", "H", "H", "H", "H", "H", "H", "H", "H", "H", "P", "C", "C", "P", "C", "C", "C", "H", "H", "H", "H", "H", "H", "H", "H", "H", "H", "H", "H", "H", "H", "C", "C", "C", "O", "B", "O", "C", "C", "C", "H", "H", "H", "H", "H", "H", "H", "H", "H", "H", "H", "H"], "positions_angstrom": [[0.459, 0.801, -1.308], [-1.739, -0.609, 3.568], [-3.057, -0.437, 3.077], [-1.903, -1.723, 1.563], [-1.023, -1.414, 2.633], [-3.168, -1.141, 1.847], [-1.213, -0.088, 4.850], [-1.820, 0.753, 5.209], [-0.177, 0.262, 4.740], [-1.223, -0.861, 5.636], [0.389, -1.840, 2.720], [0.845, -1.544, 3.671], [0.986, -1.391, 1.911], [0.481, -2.932, 2.628], [-1.576, -2.566, 0.400], [-1.623, -3.638, 0.646], [-0.569, -2.362, 0.028], [-2.263, -2.392, -0.436], [-4.394, -1.277, 1.036], [-4.965, -2.170, 1.331], [-4.164, -1.375, -0.030], [-5.050, -0.410, 1.171], [-4.141, 0.319, 3.741], [-4.684, -0.308, 4.464], [-4.865, 0.679, 3.003], [-3.741, 1.181, 4.285], [1.507, 2.378, -0.829], [1.441, 2.673, 0.656], [0.085, 3.277, 1.030], [-1.114, 2.331, 0.821], [-1.197, 1.546, -0.505], [-1.514, 2.376, -1.735], [-0.592, 3.586, -2.007], [0.941, 3.522, -1.722], [-0.084, 4.186, 0.436], [-2.024, 2.950, 0.883], [0.079, 3.623, 2.076], [1.246, 4.483, -1.294], [2.515, 2.095, -1.194], [2.255, 3.381, 0.901], [1.463, 3.449, -2.687], [-0.706, 3.854, -3.066], [-2.553, 2.756, -1.673], [-1.000, 4.465, -1.479], [-1.154, 1.580, 1.631], [-1.971, 0.777, -0.349], [2.054, 1.643, 2.373], [3.861, 1.610, 2.177], [2.005, 2.785, 3.807], [-1.983, 1.276, -3.285], [-0.360, 0.488, -3.287], [-3.158, 0.044, -2.745], [-2.323, 1.923, -4.893], [4.134, 0.787, 1.509], [4.294, 1.422, 3.170], [4.222, 2.560, 1.771], [0.980, 2.832, 4.203], [2.349, 3.796, 3.560], [2.621, 2.350, 4.609], [-1.709, 2.804, -5.098], [-3.385, 2.180, -4.973], [-2.072, 1.138, -5.618], [-0.416, -0.580, -3.529], [0.254, 1.019, -4.028], [-2.911, -0.901, -3.242], [-4.164, 0.364, -3.052], [-3.154, -0.120, -1.658], [2.386, -2.622, -3.507], [1.945, -2.907, -2.073], [1.466, -4.343, -2.053], [0.827, -2.077, -1.771], [1.375, -0.944, -1.180], [2.641, -1.135, -0.665], [2.997, -2.482, -0.979], [2.872, -3.334, 0.276], [4.443, -2.471, -1.430], [2.891, -1.659, -3.633], [1.502, -2.629, -4.158], [3.065, -3.406, -3.869], [0.619, -4.443, -2.743], [2.252, -5.030, -2.398], [1.136, -4.671, -1.064], [3.167, -4.373, 0.080], [3.537, -2.950, 1.058], [1.846, -3.331, 0.669], [4.609, -1.777, -2.261], [5.096, -2.172, -0.602], [4.762, -3.469, -1.744]], "atomic_forces_ev_per_a": [[-0.6, -1.8, -1.7], [0.3, -0.2, 0.2], [-0.3, 0.0, 0.0], [-0.2, -0.2, 0.0], [0.3, 0.1, 0.0], [0.1, 0.0, 0.1], [0.1, 0.4, 0.1], [0.2, -0.3, 0.0], [-0.2, -0.2, 0.0], [0.0, 0.1, -0.3], [0.2, -0.1, 0.3], [-0.1, 0.0, -0.3], [-0.2, 0.0, 0.1], [-0.1, 0.2, -0.1], [0.1, 0.0, -0.4], [0.0, 0.2, 0.0], [0.0, -0.1, 0.1], [0.0, -0.1, 0.2], [-0.3, 0.2, -0.2], [0.1, 0.1, 0.0], [-0.1, -0.1, 0.2], [0.1, -0.2, 0.0], [-0.1, 0.3, 0.0], [0.1, 0.1, -0.1], [0.1, -0.1, 0.2], [-0.1, -0.2, 0.0], [2.2, 0.6, 1.1], [0.8, 0.8, 2.5], [-0.1, 0.3, 0.0], [0.0, -0.1, -0.2], [-1.9, 0.8, 0.5], [-3.0, 1.2, -1.2], [-0.2, 0.6, -0.5], [0.1, -0.7, -0.4], [0.0, -0.2, 0.2], [0.0, -0.2, 0.2], [0.0, -0.2, -0.3], [0.0, -0.2, 0.0], [-0.3, 0.5, 0.5], [-0.4, 0.5, -0.6], [-0.1, 0.0, 0.3], [0.1, 0.1, 0.2], [0.2, 0.8, 0.8], [0.0, -0.5, 0.0], [0.1, 0.3, -0.2], [0.3, 0.1, -0.2], [-0.8, -1.5, -1.3], [0.1, -0.2, -0.4], [-0.8, 0.7, -0.3], [3.6, -0.7, 2.6], [-0.5, -0.7, -0.3], [-0.9, 0.0, -0.2], [-0.8, 0.6, -0.3], [0.1, 0.2, 0.1], [0.0, 0.1, -0.4], [0.2, -0.1, 0.1], [0.3, 0.2, -0.1], [0.0, -0.1, 0.3], [0.0, 0.1, -0.5], [-0.1, -0.1, 0.0], [0.2, 0.1, -0.2], [-0.1, 0.1, 0.2], [0.2, 0.2, -0.1], [0.2, -0.2, 0.3], [-0.1, 0.2, 0.0], [0.1, -0.3, 0.2], [0.2, 0.2, -0.4], [0.2, 0.2, -0.3], [0.9, -0.9, -0.5], [0.0, -0.6, 0.2], [-0.5, 1.5, 0.6], [2.1, -1.0, -0.2], [-1.2, 0.5, -0.2], [0.6, -1.3, 0.0], [0.0, -0.1, 0.4], [0.3, -0.1, -0.3], [-0.1, 0.0, 0.1], [0.2, 0.0, 0.2], [-0.1, 0.3, 0.1], [0.2, 0.1, 0.1], [-0.2, 0.2, 0.2], [0.0, 0.1, -0.1], [-0.1, 0.3, 0.0], [-0.1, 0.0, -0.2], [0.2, 0.0, -0.1], [0.0, -0.1, 0.2], [-0.2, 0.0, -0.1], [-0.1, 0.1, 0.0]]}

***

{"formula": "C3HF6NO3", "method": "wB97M-V/def2-TZVPD", "spin_multiplicity": 1, "smiles": "O=C(F)C(F)(F)C(F)(F)F.O=NO", "e_above_lowest_ev": 0.000, "gap_ha": 0.3886, "species": ["C", "C", "C", "N", "O", "O", "O", "F", "F", "F", "F", "F", "F", "H"], "positions_angstrom": [[-0.348, 0.521, -1.032], [-1.292, -0.754, -0.886], [-1.031, 1.871, -0.550], [1.816, -2.027, 1.525], [2.606, -1.367, 2.439], [2.173, -2.161, 0.410], [-1.851, -1.392, -1.657], [-0.050, 0.716, -2.341], [0.848, 0.474, -0.422], [-1.242, -1.000, 0.418], [-0.373, 2.970, -0.934], [-2.332, 1.885, -1.003], [-1.163, 1.825, 0.771], [2.240, -1.559, 3.262]], "atomic_forces_ev_per_a": [[0.0, 1.8, -1.7], [2.7, 2.1, 2.0], [-1.6, -1.0, 0.1], [-2.4, -1.7, -0.2], [2.8, 1.0, -3.6], [1.1, 1.3, 1.6], [-1.1, -0.9, -1.8], [-0.5, -0.4, 0.0], [-0.5, -0.8, 0.6], [-0.4, -0.5, 0.7], [-0.6, -1.0, 0.2], [1.4, 0.3, -0.3], [0.6, 0.4, 0.3], [-1.5, -0.6, 2.2]]}

***

{"formula": "C26H39N7OSn", "method": "wB97M-V/def2-TZVPD", "total_charge": 4, "spin_multiplicity": 1, "gap_ha": [0.2465, 0.2517], "species": ["Sn", "N", "C", "C", "N", "C", "C", "N", "H", "H", "H", "H", "H", "H", "H", "H", "H", "H", "H", "H", "H", "C", "N", "C", "C", "C", "C", "C", "C", "C", "C", "H", "H", "H", "H", "H", "H", "H", "H", "H", "H", "H", "H", "H", "C", "C", "C", "C", "C", "N", "C", "O", "N", "C", "C", "C", "C", "N", "C", "C", "C", "H", "H", "H", "H", "H", "H", "H", "H", "H", "H", "H", "H", "H"], "positions_angstrom": [[2.668, -0.504, 0.329], [4.717, -1.794, 0.196], [4.464, -3.256, 0.238], [3.250, -3.574, -0.616], [2.080, -2.702, -0.297], [1.152, -3.223, 0.738], [1.728, -3.070, 2.133], [2.211, -1.666, 2.332], [5.143, -1.555, -0.702], [5.431, -1.552, 0.881], [4.323, -3.546, 1.277], [5.319, -3.820, -0.136], [2.983, -4.626, -0.501], [3.496, -3.414, -1.666], [1.535, -2.619, -1.152], [0.908, -4.272, 0.557], [0.230, -2.644, 0.658], [2.556, -3.753, 2.302], [0.961, -3.319, 2.865], [3.054, -1.674, 2.905], [1.536, -1.147, 2.890], [-0.192, 5.423, 2.532], [1.054, 4.672, 2.882], [0.834, 3.767, 4.050], [1.618, 3.947, 1.681], [2.996, 3.408, 1.965], [3.993, 4.318, 2.351], [5.278, 3.911, 2.668], [5.622, 2.571, 2.582], [4.673, 1.644, 2.151], [3.410, 2.096, 1.859], [-0.530, 5.974, 3.405], [-0.952, 4.707, 2.229], [0.022, 6.113, 1.720], [1.754, 5.360, 3.167], [0.115, 3.006, 3.757], [0.438, 4.350, 4.878], [1.780, 3.314, 4.335], [1.658, 4.684, 0.879], [0.906, 3.168, 1.411], [3.761, 5.379, 2.382], [6.017, 4.642, 2.969], [6.622, 2.238, 2.826], [4.966, 0.603, 2.056], [-6.603, -4.556, -2.849], [-6.000, -3.230, -3.097], [-4.614, -3.087, -3.385], [-4.051, -1.866, -3.599], [-4.874, -0.705, -3.563], [-4.409, 0.534, -3.832], [-3.109, 0.983, -4.215], [-3.013, 1.706, -5.159], [-1.988, 0.603, -3.489], [-1.761, 0.328, -2.139], [-2.717, 0.381, -1.131], [-2.321, 0.157, 0.178], [-0.987, -0.077, 0.459], [-0.048, -0.100, -0.497], [-0.436, 0.074, -1.758], [-6.277, -0.838, -3.313], [-6.812, -2.062, -3.077], [-5.870, -5.357, -2.815], [-7.328, -4.780, -3.642], [-7.190, -4.545, -1.926], [-4.011, -3.981, -3.476], [-3.010, -1.777, -3.878], [-5.103, 1.217, -4.126], [-1.171, 0.881, -4.019], [-3.746, 0.633, -1.346], [-3.049, 0.185, 0.976], [-0.657, -0.244, 1.479], [0.345, 0.076, -2.513], [-6.904, 0.046, -3.327], [-7.874, -2.161, -2.888]], "atomic_forces_ev_per_a": [[0.0, -0.3, -0.2], [0.1, 0.1, 0.1], [0.0, 0.0, -0.1], [0.0, 0.0, 0.0], [-0.1, 0.1, -0.1], [0.0, 0.0, 0.1], [-0.1, 0.0, -0.1], [0.1, 0.0, 0.0], [0.0, 0.0, 0.0], [0.0, 0.0, 0.0], [0.0, 0.0, 0.0], [0.0, 0.0, 0.0], [0.0, 0.0, 0.0], [0.0, 0.0, 0.0], [0.0, 0.0, 0.0], [0.0, 0.0, 0.0], [0.0, 0.0, 0.0], [0.0, 0.0, 0.0], [0.0, 0.0, 0.0], [0.0, 0.0, 0.0], [0.0, 0.0, 0.0], [0.0, 0.0, 0.0], [0.0, 0.0, 0.0], [0.0, 0.0, 0.0], [0.1, 0.0, 0.0], [0.2, 0.1, 0.0], [0.0, 0.0, 0.0], [0.0, 0.0, 0.0], [0.0, 0.0, 0.0], [-0.1, -0.1, -0.1], [0.0, 0.3, 0.3], [0.0, 0.0, 0.0], [0.0, 0.0, 0.0], [0.0, 0.0, 0.0], [0.0, 0.0, 0.0], [0.0, 0.0, 0.0], [0.0, 0.0, 0.0], [0.0, 0.0, 0.0], [0.0, 0.0, 0.0], [0.0, 0.0, 0.0], [0.0, 0.0, 0.0], [0.0, 0.0, 0.0], [0.0, 0.0, 0.0], [0.0, 0.0, 0.0], [-0.1, 0.0, -0.1], [0.0, 0.0, 0.0], [0.0, 0.0, 0.0], [0.0, 0.0, 0.0], [0.0, 0.0, -0.2], [0.0, 0.0, 0.2], [0.0, 0.3, -0.2], [0.0, -0.1, 0.0], [0.0, -0.3, -0.1], [0.0, 0.2, 0.0], [0.0, 0.0, 0.0], [0.0, 0.0, 0.0], [0.0, 0.0, -0.1], [-0.1, -0.4, 0.1], [0.1, 0.1, 0.0], [0.0, 0.0, 0.0], [0.0, 0.0, 0.0], [0.0, 0.0, 0.0], [0.0, 0.0, 0.0], [0.0, 0.0, 0.0], [0.0, 0.0, 0.0], [0.0, 0.0, 0.0], [0.0, 0.0, 0.1], [0.0, 0.0, 0.0], [0.0, -0.1, 0.0], [0.0, 0.0, 0.0], [0.0, 0.0, 0.0], [0.0, 0.0, 0.0], [0.0, 0.0, 0.0], [0.0, 0.0, 0.0]]}

***

{"formula": "C25H52O5S2", "method": "wB97M-V/def2-TZVPD", "spin_multiplicity": 1, "smiles": "C=CC[C@]1(CCCOC)OS(=O)(=O)O[C@]1(S)CCCC.CCCCCC.CCCCCC", "gap_ha": 0.3693, "species": ["C", "C", "C", "C", "C", "C", "C", "O", "C", "O", "S", "O", "O", "O", "C", "S", "C", "C", "C", "C", "H", "H", "H", "H", "H", "H", "H", "H", "H", "H", "H", "H", "H", "H", "H", "H", "H", "H", "H", "H", "H", "H", "H", "H", "C", "C", "C", "C", "C", "C", "H", "H", "H", "H", "H", "H", "H", "H", "H", "H", "H", "H", "H", "H", "C", "C", "C", "C", "C", "C", "H", "H", "H", "H", "H", "H", "H", "H", "H", "H", "H", "H", "H", "H"], "positions_angstrom": [[2.752, 0.519, 0.819], [1.838, 1.031, 0.008], [0.516, 1.625, 0.437], [-0.420, 0.662, 1.204], [-0.106, 0.510, 2.682], [-0.545, 1.649, 3.616], [0.544, 2.706, 3.895], [-0.016, 3.981, 4.138], [-0.106, 4.841, 3.018], [-0.134, -0.696, 0.648], [-0.894, -0.899, -0.722], [-1.571, -2.146, -0.810], [0.008, -0.716, -1.815], [-1.832, 0.389, -0.609], [-1.901, 0.796, 0.801], [-2.909, -0.497, 1.642], [-2.518, 2.200, 0.825], [-3.632, 2.481, 1.839], [-3.880, 3.998, 1.981], [-4.110, 4.381, 3.446], [3.419, -0.248, 0.444], [2.873, 0.818, 1.854], [2.048, 1.072, -1.052], [-0.010, 1.955, -0.460], [0.683, 2.524, 1.036], [0.978, 0.414, 2.768], [-0.518, -0.442, 3.018], [-1.449, 2.160, 3.291], [-0.792, 1.185, 4.572], [1.295, 2.734, 3.100], [1.044, 2.432, 4.827], [0.500, 5.733, 3.196], [-1.144, 5.158, 2.888], [0.245, 4.368, 2.097], [-3.932, -0.381, 0.788], [-2.878, 2.451, -0.173], [-1.707, 2.894, 1.071], [-3.359, 2.099, 2.821], [-4.555, 1.989, 1.531], [-4.767, 4.300, 1.423], [-3.005, 4.545, 1.623], [-4.297, 5.453, 3.544], [-3.244, 4.139, 4.065], [-5.000, 3.879, 3.831], [-2.899, -0.049, -7.702], [-1.675, 0.846, -7.539], [-0.503, 0.152, -6.847], [-0.782, -0.310, -5.415], [-1.221, 0.793, -4.456], [-0.170, 1.879, -4.254], [-3.297, -0.368, -6.738], [-3.698, 0.478, -8.227], [-2.654, -0.943, -8.279], [-1.953, 1.752, -6.993], [-1.345, 1.177, -8.528], [0.360, 0.825, -6.852], [-0.206, -0.719, -7.440], [0.122, -0.780, -5.017], [-1.544, -1.094, -5.425], [-1.437, 0.335, -3.491], [-2.156, 1.246, -4.802], [0.756, 1.447, -3.869], [-0.517, 2.623, -3.533], [0.056, 2.407, -5.182], [1.662, -3.882, 1.021], [2.071, -5.239, 1.584], [2.774, -5.148, 2.938], [4.090, -4.367, 2.927], [5.143, -4.898, 1.956], [5.594, -6.322, 2.267], [2.530, -3.244, 0.840], [1.139, -3.996, 0.071], [0.993, -3.359, 1.707], [2.707, -5.759, 0.862], [1.177, -5.857, 1.701], [2.951, -6.158, 3.316], [2.097, -4.674, 3.657], [4.506, -4.374, 3.940], [3.890, -3.317, 2.694], [6.013, -4.236, 1.994], [4.769, -4.848, 0.930], [6.007, -6.387, 3.276], [6.368, -6.644, 1.570], [4.770, -7.032, 2.191]], "atomic_forces_ev_per_a": [[0.3, 0.0, 0.0], [-0.1, 0.3, 0.2], [-0.1, 1.1, -0.1], [0.8, -1.0, -0.1], [0.0, 0.2, 0.2], [0.2, -0.1, 0.0], [-0.4, -0.2, 0.3], [0.2, 0.0, -0.1], [-0.1, 0.1, 0.1], [-0.7, 0.1, 0.1], [1.4, -1.1, -1.8], [-0.7, 0.3, 1.1], [0.1, 1.0, 0.3], [-0.1, -0.2, 0.3], [-0.8, -0.2, -0.5], [0.2, 0.2, 0.5], [0.2, 0.2, 0.4], [0.0, 0.4, -0.2], [0.0, -0.2, 0.6], [-0.2, 0.2, -0.2], [0.7, 0.6, -0.1], [-0.5, -0.6, 0.3], [-0.5, -0.9, -0.2], [0.1, 0.1, 0.0], [-0.1, -0.1, 0.1], [0.0, -0.2, -0.1], [-0.1, 0.0, -0.1], [0.0, 0.0, -0.1], [-0.2, 0.1, 0.0], [0.0, 0.1, 0.0], [0.2, 0.0, -0.1], [0.0, 0.0, 0.0], [0.0, 0.0, -0.1], [0.0, 0.0, 0.0], [0.0, 0.1, 0.0], [0.1, -0.1, -0.1], [0.0, 0.0, -0.3], [-0.1, -0.2, -0.1], [0.0, -0.1, 0.1], [0.2, 0.1, -0.3], [-0.2, 0.1, -0.2], [0.1, 0.0, 0.0], [-0.1, -0.1, 0.0], [0.1, -0.1, 0.1], [0.0, 0.1, 0.0], [0.0, -0.1, -0.1], [0.0, 0.0, 0.0], [0.0, 0.0, 0.0], [0.0, 0.0, 0.0], [-0.1, 0.0, 0.0], [0.0, 0.0, 0.0], [0.0, 0.0, 0.0], [0.0, 0.0, 0.0], [0.0, 0.0, 0.0], [0.0, 0.0, 0.0], [0.0, 0.0, 0.0], [0.0, 0.0, 0.0], [0.0, 0.0, 0.0], [0.0, 0.0, 0.0], [0.0, 0.0, 0.0], [0.0, 0.0, 0.0], [0.0, 0.0, 0.0], [0.0, 0.0, 0.0], [0.0, 0.0, 0.0], [0.0, -0.1, -0.1], [-0.1, 0.1, 0.1], [0.0, 0.0, 0.0], [0.0, 0.0, 0.0], [0.0, 0.0, 0.1], [0.0, 0.0, -0.1], [0.0, 0.0, 0.0], [0.0, 0.0, 0.0], [0.0, 0.0, 0.0], [0.0, 0.0, 0.0], [0.0, 0.0, 0.0], [0.0, 0.0, 0.0], [0.0, 0.0, 0.0], [0.0, 0.0, 0.0], [0.0, 0.0, 0.0], [0.0, 0.0, 0.0], [0.0, 0.0, 0.0], [0.0, 0.0, 0.0], [0.0, 0.0, 0.0], [0.0, 0.0, 0.0]]}

***

{"formula": "C3H13NSi2", "method": "wB97M-V/def2-TZVPD", "spin_multiplicity": 1, "e_above_lowest_ev": 2.121, "gap_ha": 0.3212, "species": ["C", "C", "C", "N", "Si", "Si", "H", "H", "H", "H", "H", "H", "H", "H", "H", "H", "H", "H", "H"], "positions_angstrom": [[-2.086, -0.817, -0.622], [-1.234, 1.305, 0.467], [-1.120, -0.197, 0.356], [1.902, -2.049, 0.547], [2.557, 1.089, -0.168], [1.201, -0.754, -0.352], [-1.936, -0.417, -1.624], [-1.954, -1.897, -0.660], [-3.119, -0.613, -0.330], [-0.469, 1.702, 1.132], [-2.210, 1.593, 0.867], [-1.120, 1.776, -0.508], [-1.204, -0.664, 1.340], [2.227, -1.886, 1.486], [1.501, -2.971, 0.477], [3.644, 1.107, -1.156], [1.808, 2.331, -0.377], [3.217, 1.209, 1.140], [0.970, -1.363, -1.667]], "atomic_forces_ev_per_a": [[0.2, 0.0, 0.1], [0.1, -0.2, 0.0], [2.7, -0.4, -0.6], [0.1, 0.1, 0.2], [0.3, 0.5, -0.2], [-3.2, -0.2, 1.2], [0.0, 0.0, -0.1], [-0.1, -0.1, -0.1], [-0.1, 0.0, 0.0], [0.0, 0.2, 0.0], [-0.1, 0.1, 0.0], [0.0, 0.1, -0.1], [0.2, -0.1, 0.0], [0.0, 0.0, 0.1], [0.0, 0.0, -0.1], [0.1, -0.1, -0.2], [-0.3, 0.2, 0.0], [-0.1, -0.2, 0.3], [0.0, 0.2, -0.4]]}